35
Properties=species:S:1:pos:R:3:forces:R:3 method="wB97M-V/def2-TZVPD" homo_lumo_gap_ev=8.82 mol_weight_g_mol=205.3 spin_multiplicity=1 total_charge=0 smiles=CC(C)CNCCS.O.O.O.O e_lumo_ev=0.133 de_lowest_kj_mol=180.08
C 3.060817 -1.316780 -0.345982 -0.58 -0.97 -0.02
C 1.726823 -0.586066 -0.660127 1.27 -0.63 0.45
C 1.707762 0.005864 -2.073340 -0.26 -0.56 0.58
C 1.416077 0.437291 0.402966 -1.01 1.13 -0.24
N 0.008102 0.854306 0.292851 0.38 0.28 0.51
C -0.560617 1.476373 1.505541 0.85 -0.52 -1.11
C -1.875527 0.870052 1.890610 -2.09 0.58 -0.12
S -3.316876 1.383082 0.780035 1.25 0.18 0.13
H 3.745184 -0.823142 0.336684 0.32 0.48 -0.46
H 3.487292 -1.683426 -1.280655 0.58 0.51 0.07
H 2.852721 -2.268599 0.160425 -0.23 0.20 0.20
H 1.023701 -1.414907 -0.560171 -0.59 0.31 -0.29
H 2.175440 -0.706394 -2.751413 -0.04 0.08 -0.19
H 0.669776 0.146718 -2.370290 0.07 0.34 -0.21
H 2.267495 0.939595 -2.090594 -0.07 0.10 -0.15
H 1.691215 0.129562 1.418600 -0.17 -0.43 -0.01
H 1.935975 1.384140 0.232887 0.77 -0.23 -0.09
H -0.565019 0.131119 -0.084021 -0.44 -0.63 -0.01
H -0.591941 2.536215 1.256720 -0.53 0.29 0.63
H 0.160838 1.360407 2.324131 -0.07 0.00 0.10
H -2.205863 1.191688 2.874135 0.25 -0.08 0.23
H -1.942205 -0.201745 1.820260 0.70 -0.20 0.27
H -2.387056 1.946118 -0.004364 -0.58 0.20 -0.47
O -2.103659 -0.135402 -2.563290 0.04 -0.17 -0.04
H -2.250703 -1.071070 -2.380821 -0.02 0.10 0.05
H -1.856827 -0.125246 -3.493871 0.03 0.10 -0.01
O -0.958570 3.243439 -1.643163 0.55 1.72 -0.07
H -1.791376 2.884617 -1.929174 0.06 -0.96 0.12
H -0.326884 2.648245 -1.232609 -0.62 -0.97 -0.04
O -0.245704 -1.335408 2.887483 0.08 -0.57 -0.70
H -0.566209 -2.030990 3.467394 0.17 0.33 0.40
H 0.032801 -0.566286 3.384474 -0.06 -0.13 0.45
O -1.347276 -3.391219 -0.167491 -0.43 1.00 1.00
H -1.004183 -3.173154 0.715400 0.63 -0.55 -0.23
H -2.065523 -2.738995 -0.119220 -0.19 -0.32 -0.73

=====

6
Properties=species:S:1:pos:R:3:forces:R:3 method="wB97M-V/def2-TZVPD" homo_lumo_gap_ev=9.75 mol_weight_g_mol=175.9 spin_multiplicity=1 total_charge=0 smiles=O[C@H](F)I e_lumo_ev=-0.118 de_lowest_kj_mol=116.27
O -0.086791 0.916029 0.875448 0.50 -3.61 -1.37
C -0.321561 -0.152064 -0.430108 2.53 5.26 3.28
F -0.785797 -1.227390 0.083167 -1.18 -1.53 -0.02
I 1.753124 -0.468006 -1.120207 -1.27 0.13 -0.08
H 0.429939 0.357722 1.560248 -1.15 1.23 -1.69
H -0.988914 0.573708 -0.968548 0.58 -1.48 -0.11

=====

101
Properties=species:S:1:pos:R:3:forces:R:3 method="wB97M-V/def2-TZVPD" homo_lumo_gap_ev=6.75 mol_weight_g_mol=594.9 spin_multiplicity=3 total_charge=0 s2=2.010 e_lumo_ev=-1.554
C -0.254168 0.665127 0.367424 -0.73 -0.21 -0.04
C -1.240636 0.504439 -0.934301 0.07 0.70 -0.11
C -1.240147 1.906323 -1.823560 0.44 -1.40 -1.26
C -2.676440 2.096393 -2.597611 0.87 0.59 -0.71
C -3.753170 3.065687 -1.830072 0.41 0.20 0.60
C -4.582794 2.354559 -0.607833 -2.05 -2.23 1.03
C -5.549936 1.229477 -0.724169 1.77 1.98 -0.02
C -5.852999 0.530189 -2.176015 -0.26 -0.60 1.04
C -4.998829 -0.901725 -2.302704 2.15 -3.35 -0.83
C -4.313938 -1.684591 -1.028239 0.70 -1.66 -3.08
C -3.424990 -3.090527 -1.197583 -2.10 2.45 -3.96
C -3.217272 -3.722304 -2.698444 -1.59 2.39 0.86
C -2.272114 -5.099636 -2.778669 0.15 1.43 0.88
C -3.893315 -2.988274 -3.999985 -0.68 2.04 3.88
C -4.777393 -1.587391 -3.798943 1.86 -1.88 3.20
C -6.379900 0.610600 0.589379 -3.99 -1.47 -0.07
O -7.624947 0.080661 0.487041 8.06 3.26 0.49
C -5.589195 0.712013 2.038482 2.46 3.46 -1.45
C -4.601134 1.851183 2.159610 -2.48 -2.84 -0.27
C -4.337108 2.940041 0.939291 0.94 3.96 -0.06
O -3.954936 4.216936 1.136577 -2.23 -8.13 -0.92
H 0.738442 0.072955 0.182624 -1.89 1.18 0.57
H -0.002920 1.804814 0.567183 -0.52 -2.45 -0.35
H -0.845564 0.232517 1.298995 1.61 0.88 -1.74
H -2.363178 0.294321 -0.636505 2.31 0.35 -0.36
H -0.876330 -0.417828 -1.595005 -0.89 2.12 1.31
H -0.428318 1.726978 -2.680267 -1.67 0.55 1.85
H -0.871376 2.844079 -1.227983 -1.04 -1.76 -0.93
H -3.076044 1.034743 -2.885274 0.52 2.01 0.72
H -2.422078 2.638027 -3.630626 -0.71 -1.06 2.20
H -4.452897 3.559913 -2.634647 1.05 -1.14 1.76
H -3.129158 3.952502 -1.336227 -1.49 -1.92 -1.00
H -7.023609 0.314310 -2.212234 2.58 0.28 0.09
H -5.596798 1.259599 -3.055828 -0.27 -1.48 1.79
H -4.392654 -1.278141 0.072637 0.06 -0.72 -2.51
H -2.947434 -3.595377 -0.255917 -1.03 1.11 -2.07
H -1.397971 -4.900516 -1.990351 -1.81 -0.48 -1.84
H -2.832961 -6.057019 -2.391924 0.92 1.96 -1.10
H -1.789605 -5.219730 -3.838203 -1.13 0.10 2.07
H -3.762121 -3.400490 -5.092049 -0.22 0.83 2.51
H -5.217804 -1.070124 -4.752106 0.91 -1.09 2.08
H -5.782496 -0.086457 2.880758 0.32 1.94 -1.87
H -4.007524 1.948970 3.176500 -1.33 0.10 -2.40
C 4.336429 -2.256180 -3.804231 0.22 0.03 0.12
C 3.320743 -1.155126 -4.212831 0.17 -1.87 -0.66
C 3.812211 -0.458994 -5.509751 -0.02 0.29 0.14
C 5.012142 0.453306 -5.275017 0.02 -0.03 0.00
C 4.718954 1.467510 -4.175836 -0.37 -0.10 -0.25
C 4.188381 0.837349 -2.860005 1.41 0.85 1.31
N 3.113639 -0.187042 -3.082890 -3.31 3.06 -2.35
O 1.915112 0.506031 -3.334916 2.95 -2.05 1.05
C 5.357952 0.194625 -2.069368 0.18 -0.22 -0.05
C 3.731828 2.011260 -1.926403 -0.71 -0.33 -0.39
C 2.026768 -1.968317 -4.548264 -0.20 0.64 0.28
H 4.290576 -3.110212 -4.491804 -0.22 0.29 0.05
H 5.374171 -1.929682 -3.834989 -0.05 0.09 0.12
H 4.121302 -2.640767 -2.800574 0.02 0.15 -0.13
H 2.999983 0.137185 -5.948578 -0.01 -0.11 0.25
H 4.078308 -1.210388 -6.265283 -0.16 -0.07 0.30
H 5.901462 -0.132772 -5.023338 -0.05 -0.03 0.00
H 5.250075 0.984314 -6.204524 0.01 -0.08 0.13
H 5.628240 2.048328 -3.977028 -0.19 -0.11 0.26
H 3.979543 2.183591 -4.565197 -0.01 -0.18 0.23
H 4.986672 -0.365642 -1.202576 -0.02 0.07 -0.22
H 6.043783 0.959757 -1.684076 -0.32 0.01 -0.16
H 5.980654 -0.469152 -2.666423 -0.11 -0.07 -0.01
H 2.978204 2.654968 -2.396066 0.05 -0.35 0.06
H 4.575001 2.666318 -1.676337 0.06 -0.39 -0.20
H 3.320057 1.631313 -0.982603 0.04 0.00 -0.23
H 1.636885 -2.474945 -3.656241 0.09 0.18 -0.11
H 2.231319 -2.741997 -5.300112 0.31 0.25 0.23
H 1.229040 -1.347373 -4.966782 0.17 0.07 0.26
C 1.953601 1.581137 6.904691 0.09 -0.18 0.14
C 1.073145 1.470413 5.630553 0.24 1.53 1.24
C -0.383364 1.126764 6.041200 0.01 -0.25 -0.18
C -0.540840 -0.313545 6.518623 0.02 0.01 0.03
C -0.009770 -1.293453 5.479145 -0.18 0.36 -0.18
C 1.433534 -0.983865 4.998467 0.84 -1.85 0.39
N 1.654568 0.465885 4.676761 -3.53 0.39 -3.59
O 1.089200 0.708772 3.411180 1.93 -0.52 3.17
C 2.459165 -1.436815 6.070386 0.05 0.08 0.27
C 1.741053 -1.933583 3.789506 -0.24 0.77 -0.32
C 1.093944 2.924614 5.053463 -0.04 -0.46 -0.55
H 1.711692 2.487523 7.474057 -0.09 -0.11 -0.34
H 1.811452 0.763855 7.609176 0.07 -0.08 -0.11
H 3.017512 1.638722 6.647218 -0.19 -0.08 -0.03
H -1.062733 1.290470 5.193042 0.27 0.00 -0.04
H -0.722663 1.804667 6.835902 0.29 0.04 -0.18
H -0.031662 -0.462622 7.475823 0.01 0.04 -0.03
H -1.602093 -0.519612 6.702591 0.15 0.00 0.01
H -0.061631 -2.309436 5.889952 0.27 0.10 -0.17
H -0.695531 -1.277839 4.618570 0.28 0.06 0.01
H 3.473272 -1.111893 5.807539 -0.23 0.04 0.01
H 2.487102 -2.530554 6.155208 -0.16 0.22 -0.23
H 2.233525 -1.080547 7.073876 0.02 0.12 -0.06
H 1.014729 -1.827635 2.974568 0.20 0.23 0.19
H 1.700604 -2.985965 4.095172 -0.01 0.33 0.29
H 2.743658 -1.747954 3.383306 -0.21 0.06 0.10
H 2.106529 3.210975 4.741929 -0.18 -0.15 0.03
H 0.766031 3.652525 5.807331 0.10 -0.44 0.06
H 0.422293 3.054501 4.199581 0.20 -0.24 0.04

=====

83
Properties=species:S:1:pos:R:3:forces:R:3 method="wB97M-V/def2-TZVPD" homo_lumo_gap_ev="5.56 / 3.78" mol_weight_g_mol=708.6 spin_multiplicity=4 total_charge=+4 s2=3.818 e_lumo_ev="-13.489 / -15.243" de_lowest_kj_mol=0.00
C -1.767235 -0.619967 4.024685 -0.05 -1.58 -0.08
C -1.183046 -1.337251 2.956962 -1.32 -0.77 1.16
C -1.391561 -2.737701 2.836685 -0.22 1.36 1.12
C -2.238133 -3.323838 3.784796 -0.85 -1.93 0.43
N -2.842099 -2.622507 4.746961 2.55 2.01 -2.80
C -2.617052 -1.316641 4.884062 -1.22 0.31 1.73
C -0.331594 -0.567495 2.166881 4.48 2.85 -1.38
C 0.631173 0.254640 1.953768 -2.28 -3.65 1.33
C 2.079418 0.371995 2.142616 0.17 0.12 -0.06
C 2.657021 0.890094 0.990495 0.22 -0.07 -1.80
C 3.993554 0.675770 0.634101 -1.47 0.28 -0.22
C 4.703940 -0.078363 1.531081 2.48 -0.17 -0.53
C 4.254963 -0.442052 2.801453 -0.66 0.13 0.02
C 2.892601 -0.247006 3.133694 0.23 -0.17 -0.47
Tc 0.726157 0.318198 -0.433363 -1.36 -1.59 2.22
P -1.688536 0.177857 -0.509524 -3.20 -0.68 -1.34
H -0.819799 -3.355998 2.157066 -0.34 -0.07 -0.08
H -1.469488 0.398513 4.240489 -0.45 0.04 -0.02
H -2.439631 -4.406094 3.765134 0.13 0.37 0.04
H -3.118368 -0.783225 5.701234 0.12 -0.27 -0.10
H 2.483562 -0.658029 4.077713 0.28 0.45 -0.73
H 1.997766 1.365360 0.128497 2.09 0.89 1.82
H 4.993654 -0.901994 3.463577 -0.57 0.00 0.01
H 4.410908 1.005707 -0.321153 -0.11 -0.13 0.41
C -2.575196 0.752548 -2.066560 0.63 0.43 -0.13
C -3.958735 0.209960 -2.442819 -0.49 -0.26 0.29
H -1.877034 0.531155 -2.883258 0.01 0.11 0.07
H -2.630276 1.849370 -2.007002 0.15 -0.18 -0.02
H -4.293095 0.606196 -3.412584 0.39 0.06 0.27
H -3.998800 -0.877460 -2.541856 0.18 0.06 0.02
H -4.733021 0.488571 -1.722122 0.18 0.01 -0.10
C -2.416657 -1.531965 -0.315571 0.70 -0.47 -0.01
C -3.773239 -1.718631 0.365934 -0.44 0.08 0.11
H -1.663841 -2.095096 0.245250 0.01 -0.21 -0.13
H -2.460890 -1.985639 -1.313350 0.13 0.16 0.21
H -4.071126 -2.775380 0.379738 0.32 0.14 -0.19
H -3.783543 -1.398553 1.411513 0.08 0.11 -0.08
H -4.579929 -1.191226 -0.148539 0.21 -0.14 0.05
C -2.556004 1.049784 0.888621 0.85 0.45 0.29
C -4.015036 1.473375 0.752761 -0.47 -0.02 -0.29
H -1.926364 1.916156 1.116715 -0.07 0.13 0.10
H -2.449170 0.398596 1.760761 -0.04 0.10 -0.21
H -4.350373 2.044904 1.625686 0.36 -0.04 -0.06
H -4.195627 2.100332 -0.118586 0.07 0.06 -0.02
H -4.696783 0.625371 0.684226 0.18 0.15 -0.03
Br 6.465813 -0.560679 0.840399 -1.07 0.15 0.94
P 1.149525 -1.481774 -1.961038 0.12 -1.09 -1.17
C -0.169131 -2.399970 -2.852025 -0.82 0.42 0.42
C 0.057599 -2.928402 -4.262670 0.32 -0.15 -0.47
H -1.025962 -1.712209 -2.874365 0.11 -0.13 -0.08
H -0.459688 -3.230407 -2.195340 0.03 0.22 0.02
H -0.901937 -3.288375 -4.654533 0.20 0.10 0.14
H 0.415502 -2.163099 -4.954607 -0.05 -0.02 0.08
H 0.751162 -3.772328 -4.307230 -0.03 0.15 0.14
C 2.321400 -0.787197 -3.182151 -0.10 0.71 0.10
C 3.486865 -1.626234 -3.693536 0.29 -0.42 -0.14
H 2.708969 0.126378 -2.702753 0.02 -0.10 -0.22
H 1.698948 -0.447892 -4.024374 0.05 0.01 0.25
H 4.096327 -1.004316 -4.360029 -0.17 -0.08 0.15
H 4.143590 -1.975758 -2.893715 -0.08 0.05 0.00
H 3.169595 -2.496531 -4.276586 -0.07 0.17 0.13
C 1.945416 -2.775333 -0.917931 0.08 0.71 0.58
C 2.144174 -4.148966 -1.550500 0.06 -0.39 -0.35
H 1.302352 -2.867534 -0.028028 0.06 -0.02 -0.05
H 2.894485 -2.359116 -0.554759 -0.04 -0.07 -0.06
H 2.674579 -4.801292 -0.848360 -0.08 0.20 -0.07
H 1.199095 -4.642874 -1.788479 0.07 0.11 0.04
H 2.738216 -4.114547 -2.467074 -0.05 0.09 0.15
S 0.608100 2.294095 -1.450046 -0.62 0.64 -1.14
C 0.848979 3.592785 -0.242950 0.56 1.59 0.69
N 2.054787 4.064026 0.094366 -0.92 -1.18 -0.67
C 2.256472 5.332037 0.816041 0.11 0.58 -0.18
C 1.050889 5.656054 1.676851 -0.03 -0.30 0.57
C -0.257462 5.482292 0.926994 -0.05 0.56 -0.11
N -0.253793 4.230000 0.155101 0.52 -1.09 -0.56
H 2.848245 3.565659 -0.303441 -0.14 0.43 0.19
H 2.412049 6.130347 0.070702 0.08 -0.34 0.20
H 3.153121 5.240280 1.431488 -0.06 0.00 -0.17
H 1.126732 6.692626 2.024575 -0.01 -0.24 -0.08
H 1.050269 5.019037 2.574621 0.03 0.15 -0.24
H -0.407360 6.320124 0.228117 -0.11 -0.30 0.18
H -1.094022 5.440275 1.630540 0.08 0.08 -0.23
H -1.117332 3.866474 -0.240146 0.13 0.33 0.21